A cluster of 12 separate species, C45H110N4O12 in total at a distorted geometry. Source: OMol25; level of theory: ωB97M-V with the def2-TZVPD basis set.

XYZ file:
```
171
Properties=species:S:1:pos:R:3:forces:R:3
C -4.633 -1.388 2.756 -0.44 -0.23 -1.44
C -3.829 -1.292 4.046 0.12 0.22 -0.11
C -4.457 -0.277 5.017 -0.89 0.84 -0.20
C -3.878 -2.667 4.765 1.08 0.14 0.18
C -2.754 -2.837 5.801 -1.48 -0.55 -0.15
C -1.390 -2.507 5.242 0.61 0.71 1.58
C -1.340 -1.110 4.608 -0.66 1.20 0.74
C -1.381 0.003 5.722 1.67 -0.13 -0.57
C -0.042 -1.007 3.836 1.15 0.49 0.10
N -2.442 -0.911 3.664 -0.16 -3.45 -0.26
O -2.344 0.288 3.018 -0.35 2.17 0.31
H -4.711 -0.460 2.182 -0.46 0.42 0.75
H -4.265 -2.009 1.927 0.90 -0.50 0.71
H -5.613 -1.847 2.905 -0.22 0.55 0.38
H -4.596 -0.711 6.006 0.49 0.31 0.23
H -3.935 0.679 5.023 0.37 -0.23 0.29
H -5.468 0.059 4.759 -0.09 -0.49 -0.43
H -4.772 -2.682 5.388 -0.47 -0.29 -0.68
H -3.829 -3.503 4.066 -0.26 0.11 -0.16
H -3.108 -2.270 6.669 0.94 0.83 -0.10
H -2.890 -3.822 6.260 0.63 -0.37 -0.54
H -0.833 -3.251 4.669 -0.86 -0.25 -0.57
H -0.726 -2.422 6.110 0.09 0.10 0.02
H -0.485 -0.136 6.336 -0.12 -0.12 0.23
H -2.235 0.102 6.382 -0.20 -0.33 -0.24
H -1.172 0.950 5.218 -0.48 0.14 0.03
H 0.852 -1.153 4.453 -0.31 -0.79 0.36
H 0.241 -0.013 3.477 -0.88 0.10 -0.44
H -0.054 -1.730 3.022 0.15 0.12 -0.11
H -2.447 0.193 2.064 0.09 -0.70 0.19
C 5.850 -2.246 4.185 1.30 0.37 -0.39
C 6.846 -3.083 3.337 -1.30 -0.19 -0.79
C 8.151 -3.413 4.035 1.30 0.84 0.26
C 6.141 -4.435 3.084 -0.07 0.07 0.30
C 5.078 -4.418 2.017 0.29 0.14 -0.22
C 5.639 -3.817 0.726 -2.01 0.72 -0.67
C 6.276 -2.415 0.821 1.41 -0.28 1.23
C 7.282 -2.238 -0.354 -1.76 0.45 -0.05
C 5.176 -1.325 0.851 -0.37 0.21 -0.09
N 7.144 -2.446 2.028 0.45 -0.54 0.47
O 7.818 -1.223 2.230 -0.01 0.01 0.04
H 4.863 -2.333 3.738 -0.17 -0.08 0.42
H 5.944 -2.537 5.230 -0.53 -0.15 0.01
H 6.131 -1.189 4.156 -0.12 0.08 0.12
H 8.741 -2.534 4.317 -0.56 0.28 0.37
H 8.026 -4.043 4.916 -0.22 0.04 0.00
H 8.905 -3.871 3.390 -0.62 -0.50 -0.38
H 6.948 -5.127 2.836 -0.30 -0.34 -0.14
H 5.637 -4.756 4.000 0.53 -0.07 0.29
H 4.622 -5.408 1.920 0.64 -0.28 -0.55
H 4.150 -3.897 2.283 0.41 0.68 0.39
H 4.704 -3.544 0.224 0.27 -0.61 -0.96
H 6.220 -4.477 0.087 0.09 -0.18 0.29
H 7.928 -3.104 -0.465 0.04 0.04 0.13
H 7.845 -1.312 -0.270 0.09 -0.09 0.17
H 6.619 -2.124 -1.217 0.41 -0.15 -0.40
H 4.938 -0.879 -0.117 0.38 -0.29 -0.25
H 5.379 -0.452 1.474 0.32 -0.21 0.22
H 4.216 -1.743 1.168 0.09 -0.06 0.33
H 7.265 -0.693 2.824 -0.04 0.10 -0.16
C 0.863 5.470 -0.366 -0.23 -1.17 -0.83
C 1.016 6.958 -0.591 0.82 0.73 1.11
C 2.382 7.379 -0.017 0.30 1.17 -0.05
C 0.977 7.366 -2.073 0.32 -0.33 -1.07
C -0.388 7.413 -2.749 -0.13 0.19 1.52
C -1.282 8.302 -1.864 -0.28 -0.50 -0.99
C -1.370 7.839 -0.400 -0.06 0.71 1.09
C -2.018 9.032 0.358 -0.02 -0.31 0.17
C -2.205 6.560 -0.074 -0.03 0.56 -0.57
N 0.018 7.763 0.123 -0.41 0.99 -1.57
O 0.048 7.643 1.526 0.08 -0.50 -0.15
H 0.827 5.140 0.672 -0.25 0.49 0.14
H -0.020 5.110 -0.904 -0.12 -0.12 0.25
H 1.692 4.893 -0.789 0.18 0.30 -0.15
H 2.533 7.096 1.024 0.06 -0.63 -0.20
H 3.218 7.129 -0.673 -0.05 -0.69 0.18
H 2.479 8.470 0.035 -0.48 0.10 -0.20
H 1.430 8.342 -2.268 0.07 0.14 0.66
H 1.608 6.691 -2.662 0.13 -0.24 0.33
H -0.290 7.820 -3.754 -0.09 -0.09 -0.04
H -0.811 6.406 -2.793 -0.11 0.01 -0.21
H -2.251 8.387 -2.367 -0.36 -0.32 0.52
H -0.945 9.341 -1.883 0.48 -0.11 0.16
H -2.032 8.872 1.436 -0.32 -0.32 -0.05
H -3.038 9.153 -0.007 -0.03 0.14 0.10
H -1.473 9.971 0.243 0.10 -0.09 -0.44
H -1.813 6.106 0.835 0.01 -0.08 -0.05
H -2.233 5.838 -0.892 0.29 -0.09 0.04
H -3.249 6.824 0.107 0.01 0.08 0.05
H 0.195 8.558 1.783 0.13 -0.11 0.26
C 1.467 1.608 -0.628 0.81 0.27 0.51
C 0.562 0.388 -0.403 -2.08 1.90 -1.19
C 1.259 -0.782 0.247 1.30 -0.21 -1.61
C -0.610 0.751 0.498 0.07 0.74 1.28
C -1.599 1.785 -0.012 -0.05 -0.43 -0.28
C -2.300 1.219 -1.222 0.61 0.19 0.50
C -1.269 0.795 -2.276 -0.37 0.95 -0.58
C -2.044 -0.102 -3.248 1.40 -0.62 -0.66
C -0.817 2.066 -3.052 0.52 -0.02 -0.68
N -0.146 0.062 -1.686 -0.19 -2.30 0.88
O 0.747 -0.432 -2.681 0.03 1.57 0.25
H 2.466 1.295 -0.941 0.12 0.06 0.24
H 1.175 2.383 -1.337 -0.60 -0.47 -0.28
H 1.525 2.196 0.293 0.46 -0.29 0.19
H 0.700 -1.715 0.200 -0.53 0.30 0.51
H 2.123 -1.013 -0.383 0.23 0.08 0.25
H 1.638 -0.509 1.230 -0.28 -0.13 0.14
H -1.023 -0.225 0.771 -0.61 0.21 -0.04
H -0.283 1.217 1.433 0.65 -0.56 0.10
H -2.312 2.072 0.765 -0.01 -0.11 0.06
H -1.071 2.709 -0.268 0.11 -0.01 0.00
H -2.953 1.992 -1.629 -0.23 -0.37 -0.32
H -2.856 0.332 -0.907 -0.25 0.08 -0.13
H -2.311 -1.063 -2.816 -0.53 0.24 0.46
H -1.380 -0.419 -4.060 -0.04 0.35 -0.20
H -2.876 0.449 -3.682 -0.19 -0.16 0.18
H 0.217 2.030 -3.412 0.13 -0.24 0.29
H -0.890 3.005 -2.503 -0.20 -0.08 0.12
H -1.338 2.155 -4.008 -0.45 0.15 0.26
H 1.227 0.381 -2.913 0.37 -0.36 -0.43
C -0.785 -3.994 -5.891 0.43 -0.01 -0.73
C -2.140 -3.602 -5.291 0.20 -0.18 -0.74
C -3.230 -4.532 -5.894 1.01 1.42 0.35
O -2.079 -3.754 -3.900 0.38 -0.07 1.03
H -0.886 -4.048 -6.979 -0.13 -0.04 -0.01
H -0.405 -4.971 -5.585 -0.53 -0.14 0.27
H 0.083 -3.344 -5.753 -0.43 0.48 0.48
H -2.365 -2.552 -5.514 0.04 -0.01 -0.24
H -4.190 -4.215 -5.492 -0.11 -0.62 0.24
H -2.866 -5.522 -5.629 -0.74 -0.30 -0.15
H -3.274 -4.358 -6.969 0.07 -0.34 -0.07
H -2.796 -3.282 -3.429 0.02 -0.33 -0.53
C -5.918 0.573 -6.624 0.25 -1.35 -0.73
C -6.568 -0.568 -5.842 0.74 0.96 2.52
C -5.606 -1.544 -5.146 0.24 0.87 -0.55
O -7.189 0.175 -4.742 -0.64 -0.67 -0.64
H -6.756 1.172 -6.971 0.38 0.48 -0.04
H -5.327 0.214 -7.472 -0.40 -0.18 -0.26
H -5.158 1.103 -6.053 -0.55 0.24 0.51
H -7.299 -1.157 -6.399 -0.16 0.36 -0.24
H -6.013 -2.038 -4.261 -0.94 -0.58 -0.72
H -4.826 -0.997 -4.609 0.49 0.19 -0.83
H -5.276 -2.187 -5.962 0.59 -0.52 0.66
H -7.737 -0.476 -4.291 -0.09 0.27 0.22
C 0.819 -4.460 1.264 0.09 0.70 1.39
C -0.611 -4.871 0.929 0.68 0.60 -0.13
C -1.607 -3.731 1.198 -0.61 -0.09 -0.76
O -0.654 -5.356 -0.397 -0.57 -0.54 -0.14
H 1.272 -3.695 0.632 -0.33 -0.18 -0.50
H 1.544 -5.264 1.386 -0.25 -0.26 -0.26
H 0.766 -3.950 2.235 0.18 -0.13 0.14
H -0.893 -5.696 1.585 0.06 -0.20 -0.14
H -1.463 -2.903 0.497 0.34 0.11 0.15
H -1.656 -3.359 2.221 0.42 -0.02 0.04
H -2.628 -4.064 0.982 0.05 -0.29 -0.02
H -0.217 -4.742 -1.002 -0.14 0.31 0.30
O -4.170 -2.777 -2.503 -0.27 -0.01 0.44
H -4.244 -3.351 -1.730 0.14 0.03 -0.04
H -5.050 -2.777 -2.892 0.05 -0.01 -0.04
O 5.036 -0.503 -2.806 -0.15 0.10 0.01
H 4.348 -0.996 -2.339 0.02 -0.16 0.03
H 4.771 -0.526 -3.730 0.06 -0.01 0.01
O -0.079 -2.958 -2.012 -0.08 -0.15 -0.06
H -0.125 -1.989 -2.051 -0.03 -0.28 0.15
H -0.690 -3.266 -2.709 0.07 -0.03 -0.04
O 2.923 -2.506 -1.971 0.46 -0.05 -0.03
H 2.636 -2.389 -2.882 -0.26 -0.13 0.09
H 2.160 -2.896 -1.527 -0.15 0.05 -0.25
O 1.197 3.470 3.746 0.02 -0.09 -0.04
H 1.552 2.799 4.337 -0.01 0.03 0.00
H 0.833 2.971 3.007 -0.03 0.03 0.03
```
Positions in Å, forces in eV/Å.

## Properties
SMILES string = CC1(C)CCCC(C)(C)N1O.CC1(C)CCCC(C)(C)N1O.CC1(C)CCCC(C)(C)N1O.CC1(C)CCCC(C)(C)N1O.CC(C)O.CC(C)O.CC(C)O.O.O.O.O.O
Multiplicity = 1
Kohn-Sham gap = 7.87 eV
Net charge = 0
ΔE to the lowest compared entry with this formula, charge and spin = 0.0 kcal per mole
E_LUMO = 0.0 eV